7
Properties=species:S:1:pos:R:3:lowdin_charge:R:1 method="wB97M-V/def2-TZVPD" e_lumo_ev=0.0 de_lowest_ev=1.2896 smiles=N#CCC#N
C -0.641 -0.943 0.547 -0.20
C -0.083 -0.074 -0.546 -0.17
C 0.311 1.081 0.074 -0.33
H 1.042 -0.624 -0.784 0.22
H -0.668 0.364 -1.385 0.14
N -0.581 -1.776 1.338 0.16
N 0.621 1.973 0.756 0.18

8
Properties=species:S:1:pos:R:3:lowdin_charge:R:1 method="wB97M-V/def2-TZVPD" e_lumo_ev=0.7 de_lowest_ev=4.1522 smiles="O=C=NN1C=C1"
C 1.072 -0.167 0.556 -0.11
C 1.609 0.338 -0.534 0.06
C -1.982 -0.295 0.004 -0.39
N 0.248 0.832 0.047 -0.06
N -1.093 0.320 -0.452 0.12
O -3.011 -0.793 0.265 0.12
H 0.893 -0.861 1.485 0.15
H 2.263 0.626 -1.372 0.10

8
Properties=species:S:1:pos:R:3:lowdin_charge:R:1 method="wB97M-V/def2-TZVPD" e_lumo_ev=0.6 de_lowest_ev=1.7570 smiles="O=C=N[C@H]1C=N1"
C 0.781 -0.593 -1.176 -0.05
C 0.330 -0.711 0.263 -0.32
C -1.124 1.240 0.718 -0.35
N 1.747 -0.383 -0.349 0.16
N -0.417 0.299 0.769 0.15
O -1.730 2.179 0.883 0.19
H 0.211 -0.450 -2.022 0.08
H 0.202 -1.582 0.914 0.13

8
Properties=species:S:1:pos:R:3:lowdin_charge:R:1 method="wB97M-V/def2-TZVPD" e_lumo_ev=-1.3 de_lowest_ev=3.7301 smiles="N#CN1CC1=O"
C 3.210 0.119 0.066 -0.06
C 0.759 -1.592 0.038 -0.48
C 0.138 -0.191 0.035 0.01
N 4.225 0.604 -0.068 0.08
N 1.515 -0.554 0.182 0.07
O 0.626 -2.762 -0.030 0.16
H -0.210 0.211 -0.910 0.11
H -0.353 0.206 0.917 0.11

8
Properties=species:S:1:pos:R:3:mulliken_spin:R:1 method="wB97M-V/def2-TZVPD" e_lumo_ev="0.3 / -3.7" s2=2.009 multiplicity=3 de_lowest_ev=2.5718
C 1.992 0.296 0.002 0.09
C 0.582 -0.541 -0.051 0.63
C -1.007 -0.124 -0.339 0.11
N 2.899 0.994 0.048 0.11
N -1.334 0.807 0.393 0.14
O 0.712 -1.601 0.401 0.87
H -1.544 -0.730 -1.053 0.01
H -2.299 0.898 0.598 0.03

9
Properties=species:S:1:pos:R:3:lowdin_charge:R:1 method="wB97M-V/def2-TZVPD" e_lumo_ev=0.0 de_lowest_ev=1.1144 smiles="[H]/N=C(/C#N)OC=O"
N -1.833 -1.021 0.000 0.20
C -0.803 -0.307 0.071 -0.43
O 0.481 -0.783 0.036 0.05
C 1.539 0.073 -0.240 -0.29
O 1.602 0.773 -1.196 0.15
C -0.895 1.116 0.364 -0.13
N -0.881 2.238 0.646 0.20
H -1.593 -1.999 -0.172 0.09
H 2.287 -0.019 0.553 0.15

9
Properties=species:S:1:pos:R:3:lowdin_charge:R:1 method="wB97M-V/def2-TZVPD" e_lumo_ev=-1.0 de_lowest_ev=3.6673 smiles="[H]/N=C(/C#N)OC=O"
N -2.012 -1.187 0.186 0.20
C -1.002 -0.450 0.123 -0.24
O 0.492 -0.587 -0.517 -0.03
C 1.409 0.432 -0.184 -0.47
O 1.977 0.792 -1.173 0.11
C -0.817 0.936 0.455 -0.05
N 0.018 1.747 0.400 0.22
H -1.901 -2.152 -0.130 0.09
H 1.835 0.469 0.840 0.16

9
Properties=species:S:1:pos:R:3:lowdin_charge:R:1 method="wB97M-V/def2-TZVPD" e_lumo_ev=-0.9 de_lowest_ev=3.8464 smiles="C=NOC(=O)C#N"
C 2.212 0.537 -1.573 0.07
C -0.418 -0.433 0.479 -0.37
C -1.585 0.416 0.701 -0.08
H 3.259 0.229 -1.592 0.08
H 1.691 1.295 -2.073 0.06
N 1.659 -0.172 -0.593 -0.06
N -2.645 0.913 0.558 0.19
O 0.617 0.347 -0.103 -0.05
O -0.530 -1.576 0.887 0.16

9
Properties=species:S:1:pos:R:3:lowdin_charge:R:1 method="wB97M-V/def2-TZVPD" e_lumo_ev="-2.4 / -2.4" de_lowest_ev=5.4127
C -1.758 -0.520 -0.047 -0.31
C 0.553 0.022 0.025 -0.29
C -0.747 0.399 -0.128 -0.11
N -2.443 -1.402 0.161 0.13
N 2.513 -1.551 0.194 0.22
O 1.526 0.760 0.067 0.01
O 2.959 -0.541 0.000 0.12
H 0.993 -1.176 0.205 0.14
H -1.017 1.403 -0.236 0.09

9
Properties=species:S:1:pos:R:3:lowdin_charge:R:1 method="wB97M-V/def2-TZVPD" e_lumo_ev="-1.1 / -1.0" de_lowest_ev=3.7504 smiles="N=C=C=O.N=C=O"
C -0.615 0.906 -0.012 -0.21
C -1.453 0.003 -0.351 -0.22
C 0.896 -1.103 -0.009 -0.48
N 0.147 1.824 -0.250 0.17
N 0.979 -0.767 1.104 0.23
O -2.281 -0.827 -0.267 0.16
O 0.804 -1.434 -1.111 0.18
H 0.055 2.522 -0.957 0.07
H 1.469 -1.125 1.852 0.08

9
Properties=species:S:1:pos:R:3:lowdin_charge:R:1 method="wB97M-V/def2-TZVPD" e_lumo_ev=-0.6 de_lowest_ev=3.8148 smiles="O=CC(=O)N1C=N1"
O -2.457 0.134 -0.955 0.10
C -1.725 0.245 -0.006 -0.16
C -0.395 -0.521 0.044 -0.43
N 0.649 0.261 0.620 0.04
C 1.855 0.327 -0.094 -0.18
N 2.023 -0.637 0.658 0.24
O -0.292 -1.666 -0.295 0.14
H -1.958 0.889 0.866 0.13
H 2.301 0.968 -0.838 0.13

9
Properties=species:S:1:pos:R:3:lowdin_charge:R:1 method="wB97M-V/def2-TZVPD" e_lumo_ev=-0.2 de_lowest_ev=0.9005 smiles="[H]/N=C(/C#N)OC=O"
N -1.367 -0.691 -0.476 0.23
C -0.707 0.115 0.221 -0.40
O 0.636 0.101 0.572 0.05
C 1.551 -0.412 -0.299 -0.28
O 1.302 -0.900 -1.362 0.10
C -1.338 1.287 0.809 -0.11
N -1.826 2.238 1.248 0.18
H -0.798 -1.447 -0.854 0.08
H 2.547 -0.291 0.142 0.15

10
Properties=species:S:1:pos:R:3:lowdin_charge:R:1 method="wB97M-V/def2-TZVPD" e_lumo_ev=-1.6 de_lowest_ev=5.3722 smiles="Oc1cnnoc1=S"
C 0.719 -0.603 0.048 -0.29
C 1.021 -0.827 -1.317 -0.08
C -0.344 0.282 0.383 -0.75
H 1.463 -2.336 0.725 0.21
H 1.860 -1.485 -1.721 0.15
N 0.408 -0.092 -2.183 0.01
N -0.409 0.793 -1.917 0.06
O 1.016 -1.422 1.117 -0.03
O -0.679 1.188 -0.594 -0.04
S -0.899 0.479 1.927 0.78

10
Properties=species:S:1:pos:R:3:lowdin_charge:R:1 method="wB97M-V/def2-TZVPD" e_lumo_ev=-0.9 de_lowest_ev=3.3399 smiles="O=C(O)c1ncno1"
C 1.308 0.873 0.287 -0.36
C -0.033 0.352 -0.088 -0.30
C -1.561 -1.092 -0.141 -0.15
H 2.139 -0.630 -0.442 0.19
H -2.176 -1.927 -0.367 0.12
N -0.236 -0.937 -0.149 0.14
N -2.196 0.090 -0.132 0.14
O 2.506 0.281 0.015 0.09
O 1.389 1.958 0.986 0.07
O -1.139 1.032 0.031 0.08

10
Properties=species:S:1:pos:R:3:lowdin_charge:R:1 method="wB97M-V/def2-TZVPD" e_lumo_ev="-0.1 / -0.1" de_lowest_ev=4.8699
C -1.545 -0.686 -0.115 -0.10
C 0.017 -1.245 0.391 -0.08
C 0.865 2.405 2.592 -0.44
N -0.296 0.798 -1.421 0.09
N -1.196 0.070 -0.979 -0.16
O -0.167 2.316 2.096 0.21
O 0.944 -0.796 -0.106 0.04
O 1.881 2.574 3.093 0.22
H -2.515 -1.271 0.103 0.14
H 0.546 0.160 -1.561 0.08

10
Properties=species:S:1:pos:R:3:lowdin_charge:R:1 method="wB97M-V/def2-TZVPD" e_lumo_ev=0.4 de_lowest_ev=1.7106 smiles="O=C=NC=O.N=C=O"
C -0.957 1.348 0.016 -0.42
C -0.780 -1.236 0.201 -0.35
C 1.493 -0.896 -0.682 -0.29
N -0.815 1.668 1.175 0.20
N 0.325 -1.467 -0.182 0.19
O -1.101 0.898 -1.050 0.15
O -1.892 -1.128 0.478 0.20
O 2.091 -0.016 -0.125 0.09
H 1.881 -1.619 -1.357 0.12
H -0.245 2.448 1.526 0.11

11
Properties=species:S:1:pos:R:3:lowdin_charge:R:1 method="wB97M-V/def2-TZVPD" e_lumo_ev="-1.2 / -1.3" de_lowest_ev=6.1153
C -0.062 0.544 0.854 -0.26
C -0.512 0.152 -0.298 -0.01
C 1.380 -1.428 -0.749 -0.59
N 1.061 0.124 1.434 -0.22
N -1.690 0.453 -0.993 -0.40
O -2.355 1.410 -0.549 0.04
O 1.185 -1.981 -1.748 0.11
O -1.935 -0.220 -2.007 0.06
S 2.302 -0.760 0.413 1.06
H -0.809 1.136 1.447 0.16
H 1.435 0.570 2.197 0.06

11
Properties=species:S:1:pos:R:3:lowdin_charge:R:1 method="wB97M-V/def2-TZVPD" e_lumo_ev=-2.1 de_lowest_ev=3.6281
C -0.036 -0.578 -0.086 -0.15
C 1.347 -0.184 -0.520 -0.31
C -0.216 0.208 1.340 -0.58
N 0.841 0.907 1.646 -0.25
N -1.063 0.079 -0.966 -0.38
O -2.166 -0.409 -1.075 0.12
O -1.132 -0.011 2.086 0.11
O -0.693 1.161 -1.359 0.07
S 1.975 0.889 0.539 1.14
H -0.401 -1.594 -0.094 0.16
H 1.545 -0.467 -1.511 0.08

12
Properties=species:S:1:pos:R:3:lowdin_charge:R:1 method="wB97M-V/def2-TZVPD" e_lumo_ev=-0.4
C -2.010 -0.666 0.102 -0.09
C -1.580 0.616 -0.131 -0.02
C 0.120 -0.788 -0.316 -0.44
N -0.924 -1.566 -0.133 0.13
N -0.224 0.517 -0.377 -0.14
O 2.069 0.270 1.653 -0.19
O 3.380 0.605 -0.416 -0.16
O 1.446 -1.047 -0.402 -0.04
O 0.771 1.375 -0.449 -0.07
S 2.227 0.191 0.225 0.82
H -3.028 -0.926 0.361 0.10
H -2.247 1.418 -0.116 0.10

9
Properties=species:S:1:pos:R:3:lowdin_charge:R:1 method="wB97M-V/def2-TZVPD" e_lumo_ev=-0.7 de_lowest_ev=4.5409 smiles="O=C1NN1C=C=S"
C -0.892 0.088 -0.413 -0.22
C -2.247 0.026 -0.212 -0.64
C 1.787 0.461 0.110 -0.38
N 0.222 0.253 0.479 -0.03
N 1.336 -0.733 0.469 0.09
O 2.456 1.362 -0.288 0.15
S -3.782 -0.043 0.120 0.75
H -0.510 0.064 -1.452 0.11
H 1.631 -1.477 1.186 0.17